[1]
DFT (wB97M-V/def2-TZVPD) results for C26H38AsIN3O2Tc as an isolated structure at a distorted geometry.

Structure (XYZ):
```
72
Properties=species:S:1:pos:R:3:mulliken_spin:R:1
Tc -0.27 0.02 0.06 2.864
C -0.40 2.92 4.00 0.002
C 0.14 1.91 2.98 0.070
C 0.39 0.55 3.64 0.014
C -0.80 1.85 1.80 -0.013
C -0.41 2.29 0.51 -0.140
C -1.35 2.41 -0.54 0.140
C -2.73 2.25 -0.29 -0.054
C -3.73 2.59 -1.34 -0.009
C -3.11 1.85 0.99 0.050
C -2.18 1.59 1.98 -0.028
H 0.36 3.12 4.75 0.000
H -1.27 2.53 4.52 0.000
H -0.67 3.87 3.53 0.000
H 1.09 2.29 2.61 0.005
H -0.54 0.07 3.95 0.002
H 1.00 0.69 4.53 0.002
H 0.93 -0.14 2.98 -0.010
H 0.57 2.73 0.38 0.042
H -1.02 2.77 -1.50 0.006
H -3.36 2.41 -2.34 -0.001
H -3.97 3.65 -1.27 -0.001
H -4.67 2.05 -1.19 -0.001
H -4.17 1.72 1.21 -0.005
H -2.52 1.26 2.96 0.004
I -5.36 -2.68 1.88 0.001
C -4.27 -1.83 0.35 -0.005
C -4.75 -1.78 -0.96 0.010
C -3.96 -1.21 -1.95 -0.009
C -2.73 -0.68 -1.61 0.045
N -2.28 -0.71 -0.34 0.002
C -3.02 -1.29 0.62 0.039
H -5.72 -2.20 -1.20 0.000
H -4.30 -1.17 -2.97 0.000
H -2.08 -0.25 -2.36 -0.006
H -2.60 -1.31 1.62 0.002
C 0.64 -4.40 -3.42 -0.002
N 0.50 -3.72 -2.12 0.009
C 0.61 -4.38 -0.96 0.015
C 0.47 -3.79 0.28 0.025
C 0.24 -2.43 0.24 0.019
O 0.06 -1.57 1.23 0.006
N 0.18 -1.75 -0.91 -0.105
C 0.21 -2.34 -2.16 0.021
O 0.01 -1.74 -3.18 0.024
H 0.64 -5.47 -3.25 0.000
H 1.58 -4.10 -3.89 0.001
H -0.18 -4.11 -4.07 0.000
H 0.81 -5.44 -1.04 0.000
H 0.54 -4.35 1.20 0.000
C 2.20 0.67 -3.18 0.000
C 2.49 1.51 -1.95 -0.004
As 2.26 0.56 -0.26 -0.056
C 3.28 1.62 1.04 0.030
C 3.24 3.13 0.87 0.000
C 3.34 -1.05 -0.40 -0.002
C 3.61 -1.70 0.95 -0.001
H 2.32 1.28 -4.07 0.001
H 1.18 0.28 -3.19 0.011
H 2.89 -0.17 -3.27 0.001
H 1.87 2.41 -1.91 -0.001
H 3.54 1.84 -1.93 -0.004
H 4.29 1.25 0.86 -0.004
H 2.99 1.30 2.04 -0.002
H 3.51 3.45 -0.14 0.000
H 3.97 3.58 1.55 0.002
H 2.27 3.57 1.12 0.001
H 4.27 -0.72 -0.87 -0.002
H 2.86 -1.73 -1.11 0.003
H 4.22 -1.06 1.59 0.000
H 4.15 -2.63 0.81 0.001
H 2.69 -1.93 1.50 -0.001
```

- Energy relative to the best compared isomer or geometry (same formula, charge and spin): 0.1317 eV
- M: 724.43 g mol⁻¹
- 2S+1: 4
- HOMO-LUMO gap (alpha / beta): 5.37 / 4.97 eV
- Charge: +3

***

[2]
DFT (wB97M-V/def2-TZVPD) results for a 3-piece molecular cluster, C26H38BrN5O7P overall at a distorted geometry.

Structure (XYZ):
```
78
Properties=species:S:1:pos:R:3:mulliken_charge:R:1
C 3.02 -3.30 -0.25 -0.752
C 1.75 -2.88 -0.30 -0.501
C 0.90 -2.44 0.87 0.504
C 1.64 -2.21 2.16 -0.423
N 2.09 -0.80 2.02 -0.373
C 1.20 -0.22 1.15 -0.276
N 1.25 1.08 0.95 -0.083
C 0.42 1.84 0.02 -0.235
C 0.67 1.51 -1.45 0.563
C 2.13 1.50 -1.85 -1.470
Br -0.32 2.88 -2.43 -0.083
N 0.33 -1.09 0.57 0.741
C -1.15 -0.92 0.80 -1.606
C -1.95 -0.54 -0.45 0.660
P -3.67 -1.17 -0.28 0.817
O -3.78 -1.98 0.93 -0.769
O -3.98 -1.99 -1.59 -0.389
C -3.83 -1.39 -2.89 -0.066
C -2.80 -2.14 -3.71 -1.167
O -4.65 0.07 -0.39 -0.419
C -4.32 1.43 -0.06 -0.287
C -3.82 1.60 1.38 -0.898
H 3.63 -3.34 -1.13 0.303
H 3.45 -3.68 0.67 -0.051
H 1.24 -2.87 -1.26 0.429
H 0.12 -3.18 1.02 0.443
H 2.48 -2.87 2.36 -0.061
H 0.97 -2.26 3.02 0.395
H 3.04 -0.68 1.69 0.373
H 1.92 1.58 1.51 0.304
H -0.62 1.72 0.30 -0.380
H 0.65 2.89 0.17 0.696
H 0.20 0.58 -1.76 -0.006
H 2.66 0.70 -1.32 0.344
H 2.61 2.47 -1.67 0.359
H 2.22 1.29 -2.91 0.457
H -1.31 -0.25 1.64 0.063
H -1.51 -1.90 1.10 0.827
H -1.51 -1.05 -1.31 0.212
H -1.94 0.52 -0.68 -0.265
H -4.81 -1.41 -3.37 0.470
H -3.56 -0.33 -2.79 0.171
H -2.76 -3.18 -3.40 0.284
H -1.81 -1.68 -3.65 0.219
H -3.09 -2.12 -4.76 0.399
H -5.25 1.98 -0.20 0.456
H -3.62 1.83 -0.79 0.265
H -3.98 0.69 1.95 0.455
H -2.75 1.83 1.39 -0.002
H -4.32 2.44 1.86 0.382
C -4.00 8.22 -3.27 -0.442
C -4.64 8.33 -2.04 -0.442
C -4.47 7.35 -1.08 -0.454
C -3.66 6.27 -1.38 0.103
C -3.02 6.13 -2.60 -0.141
C -3.20 7.12 -3.55 -0.520
N -3.47 5.23 -0.36 0.945
O -4.05 5.35 0.69 -0.596
O -2.72 4.29 -0.62 -0.489
H -4.14 8.99 -4.02 0.391
H -5.27 9.18 -1.83 0.382
H -4.96 7.41 -0.12 0.467
H -2.40 5.27 -2.80 0.381
H -2.71 7.04 -4.51 0.384
C 8.19 -5.84 2.98 -0.426
C 7.78 -5.19 4.14 -0.470
C 6.45 -4.82 4.30 -0.395
C 5.56 -5.11 3.28 0.268
C 5.95 -5.75 2.11 -0.280
C 7.28 -6.12 1.97 -0.550
N 4.15 -4.73 3.44 1.054
O 3.83 -4.15 4.46 -0.614
O 3.37 -5.01 2.54 -0.642
H 9.22 -6.13 2.87 0.390
H 8.49 -4.98 4.93 0.378
H 6.11 -4.32 5.19 0.459
H 5.22 -5.97 1.34 0.452
H 7.60 -6.62 1.07 0.379
```

- M: 643.50 g mol⁻¹
- HOMO-LUMO gap: 9.20 eV
- Charge: +1

***

[3]
DFT (wB97M-V/def2-TZVPD) results for C26H38Ge2NORhSbSe4 as an isolated structure at a distorted geometry.

Structure (XYZ):
```
74
Properties=species:S:1:pos:R:3:mulliken_spin:R:1
Rh -0.45 -1.15 -0.64 1.351
C 3.02 -3.44 2.39 0.000
N 1.92 -2.44 2.50 -0.013
C 1.56 -2.19 3.93 0.001
C 2.20 -1.12 1.81 0.076
C 2.54 -1.24 0.35 -0.090
C 3.88 -1.22 0.00 -0.008
C 4.29 -1.32 -1.33 0.059
C 3.34 -1.43 -2.33 -0.018
C 1.99 -1.43 -1.99 0.030
C 1.56 -1.31 -0.66 0.233
H 2.69 -4.37 2.84 0.000
H 3.89 -3.06 2.93 0.000
H 3.27 -3.60 1.35 0.001
H 1.07 -2.82 2.05 0.002
H 2.39 -1.68 4.41 0.000
H 1.38 -3.14 4.42 0.000
H 0.67 -1.57 3.96 0.000
H 3.02 -0.67 2.37 0.009
H 1.31 -0.51 1.95 -0.036
H 4.64 -1.11 0.78 0.002
H 5.34 -1.31 -1.57 0.003
H 3.65 -1.52 -3.37 0.001
H 1.26 -1.49 -2.79 -0.011
C -3.09 -2.96 2.20 0.003
C -2.02 -3.76 1.49 -0.002
O -0.83 -2.94 1.24 0.037
H -3.97 -3.58 2.36 -0.001
H -3.39 -2.10 1.60 -0.006
H -2.73 -2.61 3.17 0.000
H -2.37 -4.16 0.54 0.000
H -1.67 -4.59 2.10 0.002
H -1.16 -2.08 0.90 0.032
Se -5.86 -3.24 -2.07 1.042
Sb -4.87 -1.04 -1.54 -0.120
Se -5.41 0.77 -3.14 1.005
Se -5.74 -0.42 0.70 0.932
Se -2.42 -1.61 -1.81 0.219
C -1.95 1.51 -4.11 0.021
Ge -0.27 1.97 -3.24 0.020
C 1.19 1.14 -4.20 0.003
C -0.05 3.88 -2.99 0.008
Ge -0.39 1.24 -0.91 0.082
C 1.12 1.87 0.13 0.025
C 2.37 1.96 -0.48 0.001
C 3.48 2.37 0.23 -0.004
C 3.36 2.70 1.58 0.008
C 2.12 2.62 2.20 -0.005
C 1.00 2.21 1.49 -0.001
C -2.04 1.75 0.01 0.009
C -2.33 1.25 1.28 0.025
C -3.50 1.59 1.94 0.030
C -4.42 2.45 1.32 0.025
C -4.15 2.94 0.04 0.012
C -2.97 2.59 -0.60 0.016
H -1.89 1.80 -5.16 -0.006
H -2.79 2.02 -3.65 0.009
H -2.10 0.43 -4.07 -0.008
H 1.42 1.75 -5.08 0.000
H 0.89 0.15 -4.53 0.000
H 2.10 1.06 -3.59 0.000
H 0.03 4.37 -3.96 0.002
H 0.85 4.09 -2.42 -0.001
H -0.91 4.31 -2.46 -0.001
H 2.48 1.69 -1.53 0.003
H 4.45 2.45 -0.26 0.001
H 4.23 3.04 2.14 0.000
H 2.02 2.90 3.25 0.000
H 0.04 2.19 1.98 0.003
H -1.62 0.59 1.78 -0.008
H -3.70 1.22 2.94 0.000
H -5.32 2.75 1.85 0.000
H -4.86 3.61 -0.44 -0.002
H -2.78 3.00 -1.59 -0.002
```

- Energy relative to the best compared isomer or geometry (same formula, charge and spin): 1.8231 eV
- M: 1066.32 g mol⁻¹
- 2S+1: 6
- HOMO-LUMO gap (alpha / beta): 6.78 / 5.31 eV
- Charge: +2